(1)
18
Properties=species:S:1:pos:R:3 method="wB97M-V/def2-TZVPD" orbital_gap_ev="11.290 / 7.069" de_lowest_kj_mol=162.68 spin_multiplicity=2 homo_ev="-15.326 / -15.268" total_charge=+1 fmax_ha_per_bohr=0.049 e_tot_ha=-326.7621
C -2.5259 -0.8684 -0.3730
C -1.0279 -0.9248 -0.6206
N -0.3327 0.2634 -0.0695
C 1.5509 1.8187 0.0921
C 1.0974 0.3944 -0.2160
C 1.7096 -0.5311 0.9102
O 2.4306 -1.4222 0.6503
H -2.7530 -0.0800 0.3506
H -2.8917 -1.8102 0.0345
H -3.1271 -0.6677 -1.2520
H -0.7668 -0.9321 -1.6716
H -0.5347 -1.7692 -0.1184
H -0.5337 0.3189 0.9324
H 1.0832 2.4906 -0.6241
H 1.2200 2.0811 1.0998
H 2.6407 1.8789 0.1378
H 1.3286 -0.0040 -1.2039
H 1.4325 -0.2362 1.9415

***

(2)
42
Properties=species:S:1:pos:R:3 method="wB97M-V/def2-TZVPD" orbital_gap_ev=9.954 de_lowest_kj_mol=363.44 spin_multiplicity=1 homo_ev=-10.305 fmax_ha_per_bohr=0.035 e_tot_ha=-1070.0625
H 0.4051 0.2380 -0.4247
H -0.8979 -0.0233 -1.1622
H 1.7698 -1.2498 2.7964
H 2.9231 -1.4048 3.7742
H 1.1440 1.5578 0.5403
H 0.2276 1.4859 1.7507
H 0.7900 -1.6189 -1.0212
H 1.9199 -1.5359 -0.0081
H -1.7801 -3.1196 -0.5364
H -3.1441 -3.6225 -0.0930
H -1.6959 3.6220 -1.5393
H -1.3258 2.8338 -0.2936
H -4.3827 0.0939 0.6564
H -4.8292 0.2071 -0.7920
H 0.7648 4.1196 0.2665
H 1.6616 5.2855 -0.1160
H -3.0138 -2.7780 2.6783
H -3.7011 -2.1330 1.4860
H 3.5865 -0.6843 -3.1458
H 2.0922 -0.9566 -3.0919
H -4.9514 2.7470 -1.0740
H -4.8727 1.6900 0.0152
H 3.9875 -0.9124 1.5800
H 3.5638 0.2654 2.4422
H 4.9555 1.2317 0.4778
H 3.7389 0.9731 -0.3958
H 1.5731 -4.7118 -2.2166
H 0.4095 -4.1058 -1.4492
O 0.0544 -0.1543 -1.2322
O 2.1965 -0.8151 3.5434
O 0.3295 1.9270 0.8998
O 1.1148 -2.0258 -0.2101
O -2.4321 -3.8063 -0.7161
O -1.3130 3.7248 -0.6608
O -4.1072 -0.1183 -0.2425
O 0.7633 4.9518 -0.2197
O -3.7698 -2.2287 2.4426
O 2.8246 -0.6285 -2.5581
O -5.5039 2.1863 -0.5178
O 3.7478 0.0198 1.5286
O 4.6763 1.1922 -0.4439
O 1.3040 -3.9118 -1.7512

***

(3)
47
Properties=species:S:1:pos:R:3 method="wB97M-V/def2-TZVPD" orbital_gap_ev="5.018 / 5.394" de_lowest_kj_mol=108.61 spin_multiplicity=3 homo_ev="-0.235 / -0.618" total_charge=-2 fmax_ha_per_bohr=0.013 e_tot_ha=-10853.2529
Pd 0.3260 0.9400 -0.3505
Br 0.6266 1.0383 2.1626
C -1.2295 -1.9331 2.0304
Br -1.0694 -1.7434 0.1994
H -2.0923 -1.4806 2.4885
H -0.7038 -2.7545 2.4886
O -2.6239 -0.0616 -2.0613
C -3.2678 0.9998 -2.7379
C -2.3433 2.1695 -3.0766
C -3.1010 3.0171 -4.1226
O -3.3963 2.3688 -5.3666
C -0.9869 1.8065 -3.6894
Se 0.3676 0.6774 -2.7826
C -2.1525 3.1260 -1.8870
Se -1.7407 2.4223 -0.0984
H -3.1753 -0.3567 -1.3334
H -4.0742 1.4316 -2.1293
H -3.7167 0.6190 -3.6625
H -2.5104 3.9213 -4.3122
H -4.0661 3.3280 -3.7150
H -2.5777 1.9492 -5.6527
H -0.4825 2.7530 -3.8958
H -1.1216 1.2896 -4.6479
H -3.0775 3.7006 -1.7598
H -1.3634 3.8353 -2.1474
C 3.4033 1.9945 -0.1217
C 3.4227 0.5187 -0.5332
C 3.8902 0.4709 -2.0137
C 2.0414 -0.1013 -0.3973
C 4.4620 -0.2800 0.2596
C 4.5307 -1.6697 0.1081
C 5.5048 -2.4253 0.7404
C 6.4513 -1.8137 1.5566
C 6.3971 -0.4391 1.7238
C 5.4167 0.3139 1.0829
H 2.5605 2.4753 -0.6158
H 4.3275 2.5030 -0.4284
H 3.2598 2.1074 0.9539
H 3.2400 1.1092 -2.6139
H 3.8211 -0.5442 -2.4106
H 4.9300 0.8133 -2.0948
H 2.0292 -1.0381 0.1573
H 3.7966 -2.1579 -0.5213
H 5.5278 -3.5002 0.5962
H 7.2179 -2.4008 2.0500
H 7.1250 0.0584 2.3563
H 5.3940 1.3842 1.2375